{"formula": "C16H12N3O3PtS3", "method": "the ωB97M-V functional and the def2-TZVPD basis", "orbital_gap_ev": [4.56, 6.11], "max_force_ev_per_a": 0.7, "s_squared": 3.78, "total_charge": -2, "de_lowest_kj_mol": 55.6, "spin_multiplicity": 4, "elements": ["Pt", "O", "N", "C", "C", "C", "C", "C", "S", "H", "H", "H", "H", "O", "C", "O", "C", "C", "C", "C", "C", "C", "S", "H", "H", "H", "H", "S", "C", "N", "C", "C", "C", "N", "H", "H", "H", "H"], "xyz": [[-0.05981, 0.17877, -0.05912], [0.34469, -2.21360, 0.49304], [-0.77095, -2.85371, 0.40928], [-0.77382, -4.10892, -0.09125], [-1.90941, -4.87960, -0.13795], [-3.11124, -4.34739, 0.32739], [-3.11834, -3.04776, 0.78874], [-1.95285, -2.27126, 0.82084], [-1.94870, -0.65265, 1.36195], [0.19316, -4.44056, -0.43747], [-1.85747, -5.88616, -0.52971], [-4.02305, -4.93119, 0.31368], [-4.02616, -2.57638, 1.13628], [4.21902, 0.36905, 0.05373], [3.11102, 0.51588, -0.47934], [2.05730, 0.85638, 0.14995], [3.06988, 0.40880, -2.00415], [4.25395, 0.78640, -2.63963], [4.40471, 0.78339, -4.01443], [3.33738, 0.37475, -4.80633], [2.16064, -0.01472, -4.20246], [1.98831, -0.01047, -2.80306], [0.44122, -0.62373, -2.27802], [5.08052, 1.08809, -2.00977], [5.33793, 1.09926, -4.46813], [3.42266, 0.36255, -5.88849], [1.31999, -0.34030, -4.80350], [-1.22627, 2.44982, -0.28765], [-1.44448, 2.75185, 1.40463], [-0.34520, 2.50340, 2.23697], [-0.49760, 2.56831, 3.62144], [-1.67861, 3.03066, 4.12639], [-2.68982, 3.39827, 3.23750], [-2.55555, 3.24349, 1.87456], [0.41032, 1.96558, 1.83533], [0.34954, 2.26392, 4.21626], [-1.82222, 3.10573, 5.19699], [-3.65264, 3.76366, 3.57389]], "forces_ev_per_a": [[-0.1, 0.1, -0.1], [0.1, -0.1, 0.1], [-0.2, -0.1, 0.1], [0.0, -0.2, -0.1], [-0.1, -0.1, 0.0], [0.0, 0.2, 0.1], [0.0, -0.4, -0.1], [0.1, 0.3, 0.2], [0.1, 0.2, -0.3], [0.0, 0.1, 0.0], [0.1, 0.0, 0.0], [0.0, 0.0, 0.0], [0.0, 0.0, 0.0], [-0.1, 0.0, 0.0], [0.1, 0.1, 0.0], [-0.4, -0.1, 0.0], [0.0, 0.0, 0.0], [0.1, 0.1, -0.1], [0.0, 0.0, -0.1], [0.0, 0.0, 0.0], [0.0, 0.0, 0.0], [0.1, 0.0, -0.1], [-0.4, 0.2, 0.3], [0.0, 0.0, 0.1], [0.0, 0.0, 0.0], [0.0, 0.0, 0.0], [0.0, 0.0, 0.0], [0.5, -0.6, 0.0], [0.0, 0.3, 0.2], [-0.5, -0.1, -0.1], [0.2, -0.1, 0.0], [-0.2, 0.1, -0.1], [0.1, 0.1, 0.2], [0.1, -0.2, -0.2], [0.1, 0.1, -0.1], [0.0, 0.0, 0.0], [0.0, 0.0, 0.0], [0.0, 0.0, 0.1]], "lowdin_spin": [1.244, 0.058, 0.013, 0.003, 0.009, 0.007, 0.007, 0.023, 0.091, 0.000, 0.001, 0.000, 0.001, 0.008, 0.007, 0.097, 0.006, -0.001, 0.005, 0.000, 0.014, 0.022, 0.191, 0.000, 0.000, 0.000, 0.004, 0.147, 0.085, 0.199, 0.254, 0.044, 0.302, 0.112, 0.011, 0.019, -0.006, 0.025]}

{"formula": "C30H58O5", "method": "the ωB97M-V functional and the def2-TZVPD basis", "smiles": "CCCCCCCCCCCCC1=CC(=O)C=CC1=O.CCOCC.CCOCC.CCOCC", "orbital_gap_ev": 8.22, "max_force_ev_per_a": 2.2, "total_charge": 0, "elements": ["C", "C", "C", "C", "C", "C", "C", "C", "C", "C", "C", "C", "C", "C", "C", "O", "C", "C", "C", "O", "H", "H", "H", "H", "H", "H", "H", "H", "H", "H", "H", "H", "H", "H", "H", "H", "H", "H", "H", "H", "H", "H", "H", "H", "H", "H", "H", "H", "C", "C", "O", "C", "C", "H", "H", "H", "H", "H", "H", "H", "H", "H", "H", "C", "C", "O", "C", "C", "H", "H", "H", "H", "H", "H", "H", "H", "H", "H", "C", "C", "O", "C", "C", "H", "H", "H", "H", "H", "H", "H", "H", "H", "H"], "xyz": [[-3.75362, 2.65474, 0.38248], [-2.85312, 3.89563, 0.13001], [-2.04495, 3.77265, -1.19174], [-0.64607, 4.40184, -1.05238], [0.29272, 3.86787, -2.17573], [0.46411, 4.81216, -3.39980], [1.91090, 4.83684, -3.94874], [2.37033, 3.48701, -4.54662], [3.22502, 2.62167, -3.56490], [2.43480, 1.33213, -3.25841], [3.06770, 0.46325, -2.17268], [2.19384, -0.74081, -1.69038], [0.74548, -0.69791, -2.11263], [0.32060, -0.99692, -3.31667], [-1.11231, -0.91638, -3.73316], [-1.40800, -1.01775, -4.87996], [-2.13330, -0.66907, -2.66931], [-1.69940, -0.39747, -1.45100], [-0.26320, -0.29188, -1.07063], [0.03287, 0.06764, 0.02188], [-3.13306, 1.87437, 0.83006], [-4.20310, 2.34667, -0.56697], [-4.57140, 2.91287, 1.06020], [-2.16012, 3.98278, 0.97092], [-3.52299, 4.75664, 0.05307], [-2.00183, 2.71706, -1.48136], [-2.61418, 4.30726, -1.96224], [-0.67855, 5.49020, -1.13944], [-0.22669, 4.05603, -0.10306], [1.27213, 3.60757, -1.75853], [-0.13840, 2.93081, -2.54839], [0.21349, 5.82784, -3.07044], [-0.23672, 4.50075, -4.18091], [1.92287, 5.62394, -4.71121], [2.55591, 5.16116, -3.12447], [1.49867, 2.93031, -4.90770], [2.98653, 3.70226, -5.42686], [4.18592, 2.37384, -4.01940], [3.32420, 3.18832, -2.63543], [2.36251, 0.72861, -4.17334], [1.41704, 1.64768, -3.02992], [3.98596, 0.03825, -2.59399], [3.36854, 1.07031, -1.31366], [2.19829, -0.71376, -0.59552], [2.62710, -1.70943, -1.95186], [1.08905, -1.30188, -4.01983], [-3.17220, -0.72758, -2.97036], [-2.45245, -0.24671, -0.68324], [-2.21527, -4.48739, -2.77031], [-1.60464, -3.95076, -1.48654], [-2.53588, -3.81785, -0.42694], [-3.18197, -5.00501, -0.00300], [-2.22916, -6.07521, 0.50208], [-3.04011, -3.85018, -3.09632], [-1.46468, -4.52002, -3.56175], [-2.61099, -5.49628, -2.64485], [-1.22608, -2.95016, -1.67715], [-0.75368, -4.56684, -1.17452], [-3.81926, -5.39754, -0.80319], [-3.84948, -4.71113, 0.80780], [-1.54840, -6.41886, -0.27800], [-2.78897, -6.94074, 0.85952], [-1.62204, -5.68872, 1.32302], [2.02329, 0.71206, 5.21779], [2.62082, 1.89388, 4.47513], [2.76135, 1.66121, 3.08541], [1.56252, 1.37561, 2.38311], [0.52867, 2.48612, 2.45507], [2.62873, -0.18039, 5.05555], [1.97837, 0.91427, 6.28879], [1.01096, 0.48902, 4.87751], [3.62491, 2.09071, 4.85396], [2.03837, 2.80433, 4.65725], [1.13839, 0.42615, 2.72770], [1.84762, 1.22567, 1.34294], [0.19115, 2.66719, 3.47698], [-0.34559, 2.22365, 1.85629], [0.94606, 3.42147, 2.07539], [0.16350, -5.03923, 5.34313], [-0.37421, -3.62914, 5.51977], [0.56401, -2.61568, 5.20826], [1.06132, -2.60703, 3.88166], [-0.01661, -2.42569, 2.82484], [1.05840, -5.18528, 5.95053], [-0.58760, -5.77059, 5.64528], [0.43281, -5.24708, 4.30635], [-0.64285, -3.47824, 6.56617], [-1.29344, -3.48781, 4.94017], [1.64825, -3.51238, 3.68897], [1.75619, -1.76992, 3.82331], [-0.73377, -3.24833, 2.82446], [0.43201, -2.37574, 1.83119], [-0.57393, -1.50353, 3.00143]], "forces_ev_per_a": [[0.4, 0.8, -0.1], [-0.5, -0.7, -0.5], [-0.4, 0.8, 0.9], [0.3, -1.3, -1.1], [-0.2, 0.2, -0.3], [0.5, -0.3, 0.7], [-1.0, 0.0, -0.1], [0.9, 0.5, 0.1], [-1.5, -0.4, -0.4], [0.6, 0.1, -0.1], [-0.1, -0.4, -0.3], [-0.2, 0.4, 0.7], [0.4, 0.3, 1.7], [-0.2, -0.4, -0.7], [0.7, 0.3, 1.5], [-0.7, -0.3, -2.0], [0.9, -0.2, -0.7], [-1.0, 0.2, 0.5], [-0.8, -0.7, -2.0], [0.7, 0.6, 1.8], [-0.3, -0.2, -0.2], [0.1, -0.3, 0.2], [0.1, -0.2, 0.1], [-0.2, 0.3, 0.0], [0.4, 0.2, 0.3], [0.3, 0.1, 0.0], [0.1, -0.3, -0.1], [-0.1, -0.1, 0.5], [-0.1, 0.5, 0.1], [-0.1, 0.2, 0.0], [0.2, 0.0, 0.2], [-0.1, -0.1, -0.2], [0.1, 0.3, 0.0], [0.2, -0.1, 0.0], [0.1, -0.1, -0.2], [0.1, 0.0, 0.1], [-0.2, -0.1, 0.0], [0.1, 0.2, 0.3], [0.5, -0.1, -0.1], [-0.1, 0.2, 0.0], [0.0, -0.2, 0.3], [0.0, 0.2, 0.2], [-0.2, 0.0, -0.1], [0.0, -0.1, -0.1], [0.0, 0.2, -0.3], [-0.5, 0.0, -0.5], [0.0, 0.0, 0.1], [0.4, 0.2, 0.3], [-0.1, -0.1, 0.0], [0.0, -0.3, -0.1], [0.0, 0.3, 0.1], [0.0, -0.2, 0.0], [0.1, 0.0, 0.0], [0.0, 0.0, 0.0], [0.0, 0.0, 0.0], [0.1, 0.0, 0.0], [0.0, 0.0, 0.2], [0.0, 0.0, 0.0], [0.0, -0.1, 0.0], [0.0, 0.1, 0.0], [-0.1, -0.1, 0.0], [0.0, 0.0, 0.0], [0.0, 0.0, 0.0], [-0.1, 0.0, 0.0], [-0.1, -0.1, 0.1], [0.2, 0.1, -0.1], [-0.1, 0.0, 0.0], [0.0, 0.1, 0.1], [0.0, 0.0, 0.1], [0.0, 0.0, 0.0], [0.0, 0.0, 0.1], [0.0, 0.0, -0.1], [-0.1, 0.0, 0.0], [-0.1, 0.0, 0.0], [0.1, 0.0, 0.1], [-0.1, 0.0, 0.0], [0.0, 0.0, 0.0], [0.0, 0.0, 0.0], [0.1, 0.0, -0.1], [-0.1, -0.1, 0.0], [0.1, 0.2, 0.2], [-0.1, -0.1, -0.2], [-0.1, -0.1, 0.1], [0.0, 0.0, 0.0], [0.0, 0.0, 0.0], [-0.1, 0.0, 0.0], [0.1, 0.1, 0.0], [0.0, -0.1, 0.0], [0.0, 0.0, 0.0], [0.0, 0.0, 0.1], [0.0, 0.0, -0.1], [0.0, 0.0, 0.0], [0.0, 0.0, 0.0]], "mulliken_charge": [-1.055, -0.464, -0.296, -0.105, 0.349, -0.850, -1.064, -0.705, -0.931, 0.272, -0.970, -1.120, 0.700, 0.080, -0.043, -0.589, -0.479, -0.462, 0.474, -0.430, 0.123, 0.299, 0.412, 0.349, 0.391, -0.012, 0.281, 0.330, -0.203, 0.274, -0.343, 0.377, 0.323, 0.369, 0.452, 0.420, 0.437, 0.495, 0.424, 0.315, -0.272, 0.274, 0.382, -0.112, 0.598, 0.523, 0.444, 0.368, -1.327, 0.548, -0.351, -0.405, -0.885, 0.311, 0.405, 0.381, -0.449, 0.278, 0.327, 0.357, 0.267, 0.403, 0.140, -0.857, -0.384, -0.513, 0.666, -0.864, 0.192, 0.487, 0.202, 0.378, 0.271, -0.275, -0.145, 0.330, 0.203, 0.322, -1.054, -0.315, -0.391, -0.560, -0.625, 0.293, 0.389, 0.248, 0.357, 0.302, 0.334, 0.296, 0.332, 0.112, 0.237]}

{"formula": "C8H7BrO3S", "method": "the ωB97M-V functional and the def2-TZVPD basis", "smiles": "O=[SH](=O)c1ccccc1.O=C=CBr", "orbital_gap_ev": 8.89, "max_force_ev_per_a": 6.1, "total_charge": 0, "de_lowest_kj_mol": 107.1, "elements": ["O", "S", "O", "C", "C", "C", "C", "C", "C", "H", "H", "H", "H", "H", "H", "O", "C", "C", "Br", "H"], "xyz": [[1.59098, -0.71174, -1.48051], [1.03121, -1.19617, -0.24047], [1.88433, -1.22127, 0.91621], [-0.67217, -0.56337, 0.06414], [-0.94617, 0.73171, -0.33096], [-2.23841, 1.28635, -0.33482], [-3.11396, 0.38190, 0.07994], [-2.87588, -0.87056, 0.65897], [-1.61410, -1.39665, 0.64390], [0.66461, -2.52209, -0.25943], [-0.02498, 1.29607, -0.80369], [-2.53773, 2.14983, -0.89305], [-4.24004, 0.61185, 0.10469], [-3.76483, -1.48996, 0.87743], [-1.34496, -2.41614, 0.95454], [2.30849, 2.23499, 1.11814], [3.11832, 1.72233, 0.44718], [3.96582, 1.12417, -0.32482], [4.79939, -0.50197, 0.18852], [4.01010, 1.35071, -1.38593]], "forces_ev_per_a": [[-1.0, -0.1, 0.4], [-0.3, -1.1, 0.5], [-0.4, 0.8, 0.4], [1.7, 0.7, -0.1], [2.9, 1.8, -1.8], [2.6, -0.8, -1.0], [-5.7, -1.0, 2.0], [-1.0, -0.7, -0.6], [0.6, -0.5, -0.2], [0.0, 0.4, -0.8], [-2.1, -1.0, 1.0], [0.2, 0.6, 0.3], [1.7, 0.0, -0.4], [0.7, 0.4, 0.3], [-0.3, 0.5, -0.1], [0.9, -0.3, -0.5], [-1.5, 0.5, 1.1], [0.7, -0.8, -1.0], [0.2, 0.5, 0.0], [0.0, 0.2, 0.4]], "mulliken_charge": [-0.583, 0.945, -0.538, 0.633, -0.019, -0.824, -0.115, -0.488, -0.430, 0.125, 0.159, 0.370, 0.214, 0.305, 0.286, -0.368, 0.730, -0.661, -0.102, 0.361]}

{"formula": "C2H6S2", "method": "the ωB97M-V functional and the def2-TZVPD basis", "smiles": "CCSS", "orbital_gap_ev": 9.73, "max_force_ev_per_a": 1.0, "total_charge": 0, "de_lowest_kj_mol": 6.1, "elements": ["C", "C", "S", "S", "H", "H", "H", "H", "H", "H"], "xyz": [[0.47866, 1.11104, -0.08570], [0.52081, -0.32947, -0.52236], [0.25290, -1.49326, 0.87705], [-1.78162, -1.83045, 0.66756], [1.32311, 1.26514, 0.56292], [0.62757, 1.71971, -0.97960], [-0.51297, 1.35154, 0.35847], [-0.16897, -0.48186, -1.33754], [1.52020, -0.54849, -0.90385], [-2.25969, -0.76388, 1.36303]], "forces_ev_per_a": [[-0.7, 0.0, -0.4], [0.6, -0.2, 0.3], [-0.7, 0.2, -0.7], [0.2, 0.3, 0.4], [0.0, 0.5, 0.6], [-0.1, 0.2, 0.1], [0.9, 0.0, -0.1], [-0.4, -0.6, 0.0], [0.0, -0.2, 0.0], [0.2, -0.3, -0.2]], "mulliken_charge": [-0.831, -0.544, -0.072, -0.218, 0.291, 0.296, 0.245, 0.363, 0.317, 0.153]}